The following is a DFT calculation (wB97M-V/def2-TZVPD) of a molecular structure, C34H51BMnN2P2.

**Expectation value of S²**: 6.22
**Molar mass**: 615.49 g mol⁻¹
**Total charge**: +1
**Gap between HOMO and LUMO (spin up / spin down)**: 7.1487 / 7.9625 eV
**HOMO level (spin up / spin down)**: -10.22 / -10.61 eV
**Spin multiplicity**: 5
**E_tot**: -89636.8229 eV

Element x y z (Å)
1 Mn 0.01436 0.73760 0.90155
2 C -2.09524 3.25601 -1.14812
3 C -0.69503 3.84072 -1.38649
4 C -0.49588 5.02101 -0.43138
5 C -0.62128 4.31624 -2.84286
6 P 0.54985 2.50216 -0.99573
7 C 0.43401 1.37753 -2.47569
8 N 0.78316 0.04329 -2.03751
9 B 0.63240 -0.43103 -0.70414
10 N 1.39828 -1.62215 -0.58594
11 C 1.68692 -2.30931 0.64904
12 P 1.32988 -1.13029 2.04248
13 C 0.14708 -2.02637 3.15633
14 C -0.41464 -1.04000 4.18923
15 C 0.74421 -3.23967 3.87344
16 C -1.00824 -2.49669 2.24564
17 C 2.99271 -0.78113 2.81215
18 C 2.81280 0.13605 4.02569
19 C 3.78826 -0.03124 1.73833
20 C 3.78039 -2.02944 3.22168
21 C 2.01266 -1.86192 -1.81984
22 C 2.86931 -2.87385 -2.21794
23 C 3.35723 -2.84001 -3.51826
24 C 2.98510 -1.82785 -4.39855
25 C 2.11482 -0.81808 -4.00722
26 C 1.63504 -0.83857 -2.70843
27 C 2.31293 3.13204 -1.00559
28 C 2.65397 4.18497 -2.06027
29 C 2.60242 3.69642 0.39096
30 C 3.21354 1.91260 -1.25366
31 H -2.83248 3.96149 -1.53795
32 H -2.25168 2.30376 -1.65857
33 H -2.29510 3.10609 -0.09020
34 H -1.32724 5.71858 -0.55425
35 H -0.49139 4.69666 0.61231
36 H 0.42464 5.56833 -0.63315
37 H -1.36994 5.09916 -2.98466
38 H 0.34446 4.73282 -3.11347
39 H -0.86252 3.51436 -3.54241
40 H -0.58055 1.42394 -2.87533
41 H 1.10787 1.71211 -3.26722
42 H 1.07965 -3.20902 0.77086
43 H 2.73220 -2.62182 0.67967
44 H 0.34593 -0.67971 4.87958
45 H -0.89354 -0.18347 3.70995
46 H -1.18000 -1.55013 4.77791
47 H 1.39323 -2.94640 4.69737
48 H -0.07099 -3.83129 4.29632
49 H 1.30443 -3.88874 3.19731
50 H -1.23524 -1.80663 1.42787
51 H -0.80411 -3.47868 1.81777
52 H -1.91590 -2.58323 2.84567
53 H 2.12469 0.96099 3.82115
54 H 2.44951 -0.40912 4.89617
55 H 3.77978 0.56950 4.29003
56 H 3.35041 0.94581 1.53478
57 H 4.80631 0.13003 2.09965
58 H 3.85626 -0.58432 0.79852
59 H 3.29010 -2.59834 4.00624
60 H 3.97249 -2.69490 2.37934
61 H 4.75284 -1.71164 3.60489
62 H 3.14916 -3.67204 -1.54211
63 H 4.02961 -3.61764 -3.85357
64 H 3.37116 -1.83289 -5.40868
65 H 1.81441 -0.04707 -4.70543
66 H 2.13423 5.12786 -1.89709
67 H 3.72627 4.38881 -2.00770
68 H 2.43989 3.83384 -3.07081
69 H 1.99598 4.57432 0.61402
70 H 2.41715 2.95268 1.17023
71 H 3.65233 3.99152 0.45365
72 H 3.17943 1.58732 -2.29372
73 H 4.24745 2.18541 -1.02897
74 H 2.94628 1.06086 -0.62848
75 C -5.71899 -0.92844 0.55187
76 C -4.63807 -1.28659 -0.28373
77 C -3.41288 -0.70879 -0.10643
78 C -3.20679 0.25118 0.91237
79 C -1.95298 0.86600 1.12032
80 C -1.79111 1.78032 2.12990
81 C -2.86438 2.14739 2.98088
82 C -4.08770 1.57231 2.78238
83 C -4.29314 0.61107 1.75040
84 C -5.55082 -0.00373 1.54372
85 H -6.68565 -1.39066 0.40187
86 H -4.78770 -2.01821 -1.06687
87 H -2.57318 -0.96931 -0.74199
88 H -0.81713 2.27328 2.34099
89 H -2.71515 2.87820 3.76529
90 H -4.92521 1.84239 3.41388
91 H -6.37976 0.27120 2.18483